No. 1
138
Properties=species:S:1:pos:R:3:lowdin_charge:R:1 method="wB97M-V/def2-TZVPD" e_tot_ev=-141648.211 max_force_ha_per_bohr=0.0534 e_homo_ev=-9.68 homo_lumo_gap_ev=9.62 mol_weight_g_mol=1299.8 smiles="C#C[C@H]1C(=O)N[C@@H](C[C@@H](C)O)[C@@H]1CCCCO.O=C1OC[C@@H](F)O1.O=C1OC[C@@H](F)O1.O=C1OC[C@@H](F)O1.O=C1OC[C@@H](F)O1.O=C1OC[C@@H](F)O1.O=C1OC[C@@H](F)O1.O=C1OC[C@@H](F)O1.O=C1OC[C@@H](F)O1.O=C1OC[C@@H](F)O1.O=C1OC[C@@H](F)O1"
C 0.80938 -0.66816 2.58650 0.10
C 0.16724 -0.35550 1.62361 -0.06
C -0.56589 -0.26604 0.27507 -0.17
C -2.12662 0.14815 0.34206 -0.39
O -2.90959 -0.16880 1.20077 0.08
N -2.45870 0.93660 -0.83352 0.09
C -1.30926 0.67947 -1.77285 -0.27
C -1.27772 1.44899 -3.13670 -0.08
C -1.64594 0.56916 -4.40684 -0.38
C -0.90300 -0.82266 -4.48757 -0.04
O -3.08462 0.43016 -4.40409 -0.08
C -0.10743 0.82027 -0.75933 -0.23
C 1.36812 0.84922 -1.28510 -0.15
C 1.97774 -0.56271 -1.63827 -0.18
C 3.36991 -0.29433 -2.37779 -0.17
C 3.82910 -1.48109 -3.29447 -0.25
O 3.01978 -1.60947 -4.48415 -0.09
H 1.15151 -0.77133 3.63648 0.05
H -0.66272 -1.33462 -0.09472 0.17
H -3.38974 0.75362 -1.21323 0.13
H -1.38649 -0.45195 -1.87254 0.14
H -2.01683 2.30506 -3.13021 0.13
H -0.26383 1.90239 -3.35682 0.12
H -1.30304 1.16441 -5.30311 0.15
H -0.33758 -1.10928 -3.56396 0.05
H -1.68046 -1.63134 -4.63885 0.09
H -0.16053 -0.85833 -5.33788 0.09
H -3.34916 -0.26701 -3.77599 0.09
H -0.28151 1.79279 -0.21541 0.16
H 1.50381 1.52060 -2.18188 0.10
H 2.01923 1.28647 -0.46846 0.13
H 1.31546 -1.21963 -2.26298 0.09
H 2.17615 -1.12611 -0.68065 0.12
H 4.10910 0.00496 -1.58973 0.12
H 3.23309 0.60388 -3.05193 0.11
H 4.85702 -1.20294 -3.68163 0.12
H 3.96355 -2.46096 -2.74250 0.10
H 2.09134 -1.73297 -4.22228 0.06
O 3.39530 -4.17935 -1.28777 0.17
C 4.26112 -4.97745 -1.44159 -0.53
O 4.76576 -5.75658 -0.44781 0.08
C 5.68199 -6.66136 -1.05611 -0.05
C 6.06042 -5.93719 -2.31227 -0.30
F 6.32954 -6.80647 -3.31739 0.07
O 4.88186 -5.22195 -2.63509 0.12
H 5.17785 -7.61058 -1.25428 0.15
H 6.53800 -6.84661 -0.40865 0.12
H 6.89328 -5.23925 -2.19635 0.18
O 4.32885 -1.00172 1.69900 0.17
C 4.67283 -0.68204 2.79114 -0.54
O 5.33766 -1.50320 3.65578 0.06
C 5.68504 -0.71168 4.78939 -0.06
C 4.67219 0.39280 4.72798 -0.32
F 5.17997 1.54889 5.21279 0.08
O 4.44756 0.54611 3.33847 0.14
H 6.70967 -0.34806 4.67850 0.15
H 5.61573 -1.29070 5.70978 0.14
H 3.72873 0.16571 5.23026 0.17
O 3.47495 1.30991 7.72004 0.16
C 4.30203 1.95660 8.28363 -0.54
O 5.14836 1.45976 9.22527 0.08
C 6.05992 2.50560 9.55282 -0.07
C 5.29007 3.73142 9.16628 -0.31
F 6.11838 4.71575 8.73907 0.08
O 4.51180 3.28627 8.07075 0.14
H 6.97618 2.38420 8.96959 0.15
H 6.31180 2.48952 10.60831 0.10
H 4.63364 4.11730 9.95009 0.18
O -9.05555 1.56541 -6.01393 0.17
C -8.17747 1.74620 -5.23371 -0.53
O -7.50774 2.92427 -5.09478 0.07
C -6.63784 2.77504 -3.97606 -0.07
C -6.46572 1.28839 -3.90287 -0.32
F -6.29176 0.87769 -2.62060 0.06
O -7.70814 0.79814 -4.36868 0.14
H -7.11787 3.18709 -3.08670 0.13
H -5.69548 3.29708 -4.13914 0.15
H -5.65857 0.89730 -4.52758 0.16
O 9.37584 -5.96032 0.28162 0.18
C 8.86735 -5.71471 1.32764 -0.54
O 7.68959 -6.25419 1.74899 0.06
C 7.49249 -5.81701 3.09149 -0.05
C 8.32305 -4.56960 3.14486 -0.32
F 8.83908 -4.37783 4.38311 0.08
O 9.38263 -4.85358 2.25058 0.14
H 7.84637 -6.58808 3.77982 0.15
H 6.43873 -5.62543 3.29128 0.15
H 7.80076 -3.66618 2.81957 0.17
O -8.87000 5.56043 1.01983 0.17
C -7.97331 4.79562 0.86738 -0.53
O -7.43373 4.02971 1.85250 0.08
C -6.48854 3.16000 1.22788 -0.05
C -6.14983 3.91030 -0.02593 -0.31
F -5.86355 3.06574 -1.04659 0.06
O -7.35294 4.58368 -0.32962 0.13
H -6.96104 2.19590 1.02583 0.15
H -5.62025 2.99813 1.86540 0.15
H -5.34081 4.63587 0.08950 0.18
O 1.86632 -8.32280 -7.69416 0.18
C 2.73715 -8.14554 -6.90693 -0.54
O 3.43884 -6.98460 -6.78776 0.08
C 4.28844 -7.12890 -5.65281 -0.07
C 4.41598 -8.61954 -5.53894 -0.32
F 4.55973 -9.00261 -4.24543 0.07
O 3.16718 -9.08374 -6.01095 0.14
H 3.80842 -6.68050 -4.77997 0.14
H 5.24755 -6.63923 -5.81524 0.14
H 5.21940 -9.05071 -6.14152 0.18
O -13.43281 4.21660 -3.57175 0.17
C -12.63715 4.90024 -3.01027 -0.56
O -11.80191 4.45682 -2.03518 0.08
C -10.92212 5.53397 -1.72232 -0.06
C -11.71040 6.72822 -2.16613 -0.31
F -10.89449 7.71475 -2.60626 0.08
O -12.45344 6.22899 -3.26580 0.12
H -9.99039 5.41598 -2.28092 0.15
H -10.69211 5.55523 -0.65788 0.12
H -12.39375 7.12506 -1.41131 0.18
O 6.09131 1.67685 12.70628 0.18
C 6.97695 0.90208 12.53619 -0.53
O 7.50613 0.11950 13.51250 0.09
C 8.44043 -0.75319 12.88408 -0.06
C 8.79277 0.00257 11.63738 -0.31
F 9.07558 -0.84207 10.61728 0.08
O 7.59491 0.69421 11.33373 0.11
H 7.95833 -1.71036 12.67220 0.15
H 9.30429 -0.92930 13.52387 0.14
H 9.60909 0.71885 11.75963 0.18
O -13.03062 6.87608 -8.51870 0.18
C -12.27511 6.24361 -7.85507 -0.54
O -11.85320 4.98513 -8.16227 0.08
C -10.86149 4.63464 -7.20040 -0.06
C -11.20599 5.53280 -6.05005 -0.32
F -10.09272 5.88609 -5.35489 0.07
O -11.72558 6.68369 -6.68462 0.14
H -9.86908 4.83866 -7.60971 0.15
H -10.92242 3.57850 -6.93920 0.14
H -11.95114 5.12230 -5.36850 0.14


No. 2
111
Properties=species:S:1:pos:R:3:lowdin_charge:R:1 method="wB97M-V/def2-TZVPD" e_tot_ev=-71132.680 e_above_lowest_kj_mol=0.00 max_force_ha_per_bohr=0.0634 e_homo_ev=-7.30 homo_lumo_gap_ev=4.61 mol_weight_g_mol=792.0
C -2.31281 2.39248 0.84779 -0.06
C -2.08368 1.99752 2.29768 -0.52
C -1.18868 3.08310 2.91997 -0.07
C -3.38754 2.05333 3.08424 -0.04
C -1.44173 0.57135 2.34811 -0.07
C -0.06518 0.54589 2.53271 -0.04
C 0.51623 -0.57278 3.09790 -0.07
C -0.22668 -1.71312 3.31039 -0.04
C -1.47197 -1.87537 2.71183 -0.06
C -1.95600 -3.36667 2.65793 -0.52
C -2.75923 -3.68715 1.40995 -0.05
C -2.78612 -3.69085 3.90412 -0.04
C -0.75669 -4.33520 2.64035 -0.07
C -2.10561 -0.69637 2.21833 -0.08
N -3.32840 -0.79127 1.47209 0.00
C -4.60692 -1.13558 2.09015 -0.12
C -5.51563 -1.36600 0.91150 -0.10
N -4.78570 -0.82137 -0.23927 0.00
C -5.55147 -0.56339 -1.45119 -0.07
C -6.53359 0.47809 -1.45785 -0.07
C -6.85278 1.58760 -0.39022 -0.52
C -7.22396 2.90596 -1.10170 -0.06
C -5.71283 1.91228 0.55558 -0.05
C -8.09237 1.17804 0.42325 -0.04
C -7.40937 0.54320 -2.54976 -0.05
C -7.08127 -0.05007 -3.75357 -0.05
C -6.12688 -1.05186 -3.75537 -0.05
C -5.51664 -1.46531 -2.55955 -0.06
C -5.12452 -2.98538 -2.53710 -0.51
C -4.90313 -3.56539 -3.94548 -0.06
C -6.29906 -3.77423 -1.93488 -0.03
C -3.84314 -3.25738 -1.77759 -0.05
C -3.43772 -0.65578 0.09532 -0.21
C -2.25433 -0.58560 -0.68067 -0.02
C -2.24272 -0.09554 -2.03708 -0.20
C -3.05223 1.03072 -2.42273 -0.03
C -3.38061 1.24561 -3.73627 0.01
C -2.88115 0.31825 -4.68876 -0.18
N -3.77054 -0.12003 -5.70114 -0.33
O -3.44381 -1.14641 -6.34892 0.02
O -4.85996 0.47593 -5.84460 0.02
C -1.77405 -0.51711 -4.39645 0.00
C -1.47485 -0.73623 -3.06832 -0.03
H -2.94276 1.64597 0.35711 0.03
H -2.80188 3.37589 0.79017 0.10
H -1.36649 2.43416 0.29585 0.10
H -0.96346 2.86452 3.96936 0.10
H -0.25080 3.22810 2.37681 0.07
H -1.72272 4.04262 2.88922 0.09
H -3.20158 1.82199 4.14164 0.10
H -3.81726 3.06213 3.00751 0.09
H -4.11724 1.34039 2.69961 0.04
H 0.55293 1.42373 2.33071 0.11
H 1.55531 -0.55312 3.41033 0.06
H 0.21698 -2.51516 3.89568 0.11
H -2.17843 -3.46510 0.50756 0.09
H -3.01639 -4.75807 1.39943 0.10
H -3.70320 -3.13975 1.37991 0.05
H -2.16612 -3.65089 4.80766 0.09
H -3.61728 -2.99117 4.04282 0.07
H -3.20229 -4.70482 3.81726 0.09
H -0.19796 -4.33538 3.58161 0.07
H -1.11297 -5.36264 2.49123 0.09
H -0.06731 -4.10343 1.81980 0.09
H -4.53629 -2.01560 2.74466 0.10
H -4.97072 -0.31199 2.72683 0.11
H -5.69847 -2.44502 0.75242 0.12
H -6.48208 -0.86264 1.03091 0.10
H -8.18239 2.83552 -1.62866 0.07
H -7.32732 3.71893 -0.36944 0.09
H -6.44717 3.19270 -1.81881 0.09
H -5.30811 1.00288 1.00290 0.05
H -4.90511 2.45013 0.04695 0.08
H -6.06939 2.55563 1.37812 0.10
H -7.94158 0.24860 0.98147 0.07
H -8.34906 1.96207 1.15229 0.09
H -8.95993 1.03654 -0.23187 0.09
H -8.33219 1.12886 -2.50101 0.11
H -7.56985 0.24461 -4.68440 0.12
H -5.94483 -1.59048 -4.68425 0.10
H -4.17260 -2.98470 -4.52156 0.08
H -4.51352 -4.58856 -3.85040 0.09
H -5.83732 -3.63152 -4.51240 0.08
H -6.57268 -3.41458 -0.93749 0.07
H -7.18020 -3.67164 -2.58289 0.09
H -6.05038 -4.84162 -1.86514 0.09
H -3.89343 -2.84843 -0.77247 0.04
H -3.68162 -4.34458 -1.69522 0.10
H -2.97942 -2.80303 -2.29049 0.09
H -1.32741 -0.93004 -0.22640 0.11
H -3.47714 1.68624 -1.65544 0.10
H -4.09787 2.00326 -4.05105 0.12
H -1.28891 -1.04667 -5.22264 0.12
H -0.72157 -1.48393 -2.81400 0.12
O 7.70801 -1.95398 -1.20946 0.10
N 7.30457 -1.14853 -0.35777 -0.30
O 8.04177 -0.24833 0.11231 0.06
C 5.91150 -1.18151 0.10012 -0.04
C 5.34047 -0.11806 0.78467 0.10
C 4.02346 -0.24301 1.30956 -0.09
N 3.91599 0.18760 2.69684 -0.29
O 4.55793 1.19866 3.03099 0.09
O 3.31876 -0.53944 3.53150 0.05
C 3.08605 -1.08433 0.64834 0.12
N 3.66296 -2.12374 -0.02421 -0.03
N 3.07596 -3.33211 -0.33991 0.06
N 4.04156 -4.14621 -0.66967 0.00
N 5.26912 -3.53485 -0.65049 0.09
C 5.04337 -2.26863 -0.26019 -0.19
H 5.95809 0.72456 1.05649 0.14
H 1.99480 -0.95936 0.64103 0.15


No. 3
119
Properties=species:S:1:pos:R:3:lowdin_spin:R:1 method="wB97M-V/def2-TZVPD" e_tot_ev=-312320.335 e_above_lowest_kj_mol=5.11 max_force_ha_per_bohr=0.0223 e_homo_ev="-2.43 / -2.51" charge=-2 homo_lumo_gap_ev="5.81 / 5.89" mol_weight_g_mol=1234.4 spin_multiplicity=2
Ti -0.15748 -0.46839 0.66726 0.00
S 3.05264 4.54817 2.20918 0.34
C 2.10165 3.28943 2.81379 -0.04
S 2.38453 1.69434 2.37795 0.25
S 0.81388 3.71587 3.79449 0.44
N -4.38089 -0.39775 1.50114 0.00
C -3.40211 -0.61017 2.65536 0.00
C -4.15151 -0.85739 3.94904 0.00
P -2.42126 1.00285 2.57231 0.00
O -2.40841 1.62608 4.00284 0.00
O -3.27136 1.82588 1.65425 0.00
O -1.02046 0.58085 2.14971 0.00
P -2.24890 -1.91697 2.09294 0.00
O -3.18422 -3.22575 2.07464 0.00
O -1.02211 -2.09742 2.88817 0.00
O -2.02296 -1.42782 0.65411 0.00
H -4.32753 0.65347 1.36465 0.00
H -5.30516 -0.75905 1.70295 0.00
H -3.98570 -0.81501 0.65644 0.00
H -4.79519 -0.00917 4.19796 0.00
H -3.43299 -0.97420 4.76145 0.00
H -4.74878 -1.77164 3.87975 0.00
H -1.89281 1.12065 4.69343 0.00
H -2.61797 -4.01111 2.17448 0.00
Cl -0.13128 -1.96946 -1.30271 0.00
Cl 1.85041 0.03036 7.15155 0.00
Ge 0.79394 -0.86859 5.31509 0.00
Cl 0.75313 -3.05366 6.08588 0.00
Cl -1.43279 -0.30859 6.18617 0.00
C 4.54938 -3.84022 0.25054 0.00
C 3.61073 -2.65733 -0.03517 0.00
C 3.17715 -2.73292 -1.50105 0.00
C 4.38243 -1.34056 0.15977 0.00
Si 2.22730 -2.65288 1.27665 0.00
O 1.37794 -1.22373 1.14999 0.00
C 1.05560 -4.13656 1.27914 0.00
C 0.46473 -4.50093 2.49504 0.00
C -0.46087 -5.53713 2.56637 0.00
C -0.81475 -6.23625 1.41790 0.00
C -0.23527 -5.89452 0.20187 0.00
C 0.68579 -4.85618 0.13872 0.00
C 3.10284 -2.70470 2.93379 0.00
C 3.45226 -3.92657 3.51795 0.00
C 4.14895 -3.98003 4.71666 0.00
C 4.50666 -2.80453 5.36300 0.00
C 4.17860 -1.58100 4.79854 0.00
C 3.48900 -1.53455 3.59258 0.00
H 5.36813 -3.84111 -0.48065 0.00
H 4.02762 -4.80069 0.16388 0.00
H 4.98939 -3.77993 1.24793 0.00
H 4.07114 -2.65772 -2.13673 0.00
H 2.50014 -1.92461 -1.76535 0.00
H 2.68233 -3.67714 -1.74262 0.00
H 5.21111 -1.29492 -0.55838 0.00
H 4.80495 -1.25771 1.16410 0.00
H 3.74605 -0.46814 -0.01203 0.00
H 0.70099 -3.95868 3.40425 0.00
H -0.89664 -5.79293 3.52659 0.00
H -1.53503 -7.04591 1.46998 0.00
H -0.51200 -6.42513 -0.70221 0.00
H 1.09031 -4.57942 -0.82540 0.00
H 3.15971 -4.85688 3.03928 0.00
H 4.38486 -4.94019 5.16098 0.00
H 5.01397 -2.84165 6.31968 0.00
H 4.41980 -0.65666 5.30894 0.00
H 3.23000 -0.56737 3.17948 0.00
C -3.75212 7.15153 -1.40667 0.00
C -3.26682 5.72547 -1.36083 0.00
C -3.67032 4.79289 -2.30511 0.00
C -3.20184 3.48174 -2.28436 0.00
C -3.74154 2.55190 -3.35098 0.00
C -2.28349 3.08431 -1.29507 0.00
As -1.70527 1.19433 -1.39961 0.00
N -0.03142 1.00369 -0.53806 0.00
C 1.20044 1.40942 -1.16275 0.00
C 1.90680 2.51753 -0.69507 0.00
C 3.09795 2.90004 -1.29239 0.00
C 3.60715 2.18378 -2.36664 0.00
C 2.91696 1.07334 -2.83061 0.00
C 1.72673 0.68565 -2.23334 0.00
C -1.17056 1.09808 -3.30068 0.00
C -1.71731 0.04858 -4.05610 0.00
C -2.69744 -0.97698 -3.53140 0.00
C -1.40172 -0.06025 -5.41206 0.00
C -0.56896 0.84256 -6.04594 0.00
C -0.21286 0.69629 -7.50269 0.00
C -0.06347 1.89568 -5.29522 0.00
C -0.35097 2.04885 -3.94384 0.00
C 0.24552 3.26237 -3.27566 0.00
C -1.96385 3.97985 -0.26788 0.00
C -1.22997 3.60814 0.99422 0.00
C -2.43162 5.29067 -0.34593 0.00
H -4.49048 7.29052 -2.19836 0.00
H -2.92480 7.84124 -1.59266 0.00
H -4.21059 7.44103 -0.45820 0.00
H -4.37302 5.08650 -3.08154 0.00
H -4.69875 2.93115 -3.71452 0.00
H -3.90872 1.54081 -2.97190 0.00
H -3.06442 2.46636 -4.20212 0.00
H 1.54366 3.07159 0.15146 0.00
H 3.63632 3.74427 -0.88007 0.00
H 4.54486 2.47685 -2.82483 0.00
H 3.30988 0.49069 -3.65749 0.00
H 1.19183 -0.18240 -2.58852 0.00
H -3.02273 -0.77520 -2.51584 0.00
H -2.23839 -1.96566 -3.51663 0.00
H -3.57289 -1.00862 -4.18738 0.00
H -1.82940 -0.88317 -5.98029 0.00
H -0.74890 -0.13817 -7.95728 0.00
H 0.85813 0.51546 -7.62424 0.00
H -0.45642 1.60349 -8.06128 0.00
H 0.59318 2.62089 -5.76966 0.00
H 1.23014 3.46999 -3.69983 0.00
H 0.36824 3.14506 -2.20826 0.00
H -0.39402 4.13582 -3.43838 0.00
H -0.84565 2.59585 0.98933 0.00
H -1.91901 3.68091 1.83838 0.00
H -0.40834 4.30006 1.19626 0.00
H -2.15333 5.97679 0.45020 0.00